# 1
# C19H27N5O4S

The molecule C19H27N5O4S (the ωB97M-V functional and the def2-TZVPD basis, the Open Molecules 2025 dataset).

* strongest force on any atom: 0.020 Eh/bohr
* charge: 0
* SMILES: CCc1cnn2ccc(C(=O)N(C)[C@H](C)CNC(=O)[C@]3(C)CCCS3(=O)=O)nc12
* E_LUMO: -0.04 eV
* spin multiplicity: 1
* energy: -1713.15632 a.u.
* relative energy (zero: lowest compared OMol25 entry of this formula, charge and spin): 2.490 eV

Last column: Löwdin charge in e.
Atoms and positions in Å:
C (-2.55, -4.35, -1.63)  -0.10
C (-2.44, -3.89, -3.08)  -0.20
C (-1.02, -3.84, -3.55)  -0.17
C (-0.37, -4.67, -4.46)  -0.09
N (0.91, -4.37, -4.66)  0.08
N (1.11, -3.31, -3.88)  -0.07
C (2.27, -2.63, -3.74)  0.01
C (2.28, -1.57, -2.88)  0.02
C (1.11, -1.24, -2.18)  -0.16
C (1.12, -0.01, -1.31)  -0.39
O (2.08, 0.74, -1.41)  0.06
N (0.08, 0.27, -0.50)  -0.05
C (-0.82, -0.73, 0.08)  -0.04
C (-0.13, 1.62, -0.01)  -0.32
C (-0.21, 2.65, -1.13)  -0.02
C (0.89, 2.00, 1.08)  -0.11
N (0.45, 3.12, 1.87)  0.09
C (-0.54, 3.03, 2.77)  -0.47
O (-1.11, 1.98, 3.02)  0.08
C (-0.90, 4.32, 3.51)  -0.42
C (0.30, 4.82, 4.32)  -0.04
C (-2.13, 4.14, 4.41)  -0.16
C (-2.88, 5.47, 4.50)  -0.21
C (-3.05, 5.95, 3.07)  -0.21
S (-1.44, 5.63, 2.30)  0.74
O (-0.58, 6.79, 2.48)  -0.31
O (-1.64, 5.07, 0.98)  -0.31
N (-0.03, -1.90, -2.33)  0.20
C (-0.03, -2.94, -3.17)  -0.20
H (-3.60, -4.40, -1.31)  0.07
H (-2.12, -5.34, -1.50)  0.08
H (-2.03, -3.66, -0.96)  0.06
H (-3.02, -4.56, -3.72)  0.11
H (-2.90, -2.91, -3.19)  0.11
H (-0.81, -5.51, -4.98)  0.11
H (3.10, -2.97, -4.33)  0.13
H (3.17, -0.98, -2.75)  0.12
H (-0.45, -1.74, -0.06)  0.07
H (-0.89, -0.56, 1.16)  0.09
H (-1.82, -0.65, -0.35)  0.09
H (-1.10, 1.62, 0.47)  0.14
H (-0.37, 3.65, -0.71)  0.06
H (0.71, 2.69, -1.72)  0.08
H (-1.05, 2.44, -1.79)  0.09
H (1.05, 1.14, 1.73)  0.13
H (1.85, 2.23, 0.63)  0.13
H (0.84, 4.02, 1.66)  0.14
H (0.58, 4.09, 5.07)  0.10
H (1.16, 5.03, 3.69)  0.08
H (0.05, 5.75, 4.83)  0.09
H (-2.80, 3.38, 4.00)  0.12
H (-1.84, 3.77, 5.40)  0.13
H (-3.84, 5.35, 5.00)  0.12
H (-2.31, 6.20, 5.08)  0.12
H (-3.75, 5.31, 2.54)  0.11
H (-3.32, 6.99, 2.90)  0.11



# 2
# C19H27NO3

The molecule C19H27NO3 (the ωB97M-V functional and the def2-TZVPD basis, the Open Molecules 2025 dataset).

* strongest force on any atom: 0.376 Eh/bohr
* charge: 0
* SMILES: CCCC[C@H]1CC[C@@H](C(=O)NCc2ccc3c(c2)OCO3)CC1
* E_LUMO: 0.57 eV
* spin multiplicity: 1
* energy: -1020.03022 a.u.
* relative energy (zero: lowest compared OMol25 entry of this formula, charge and spin): 19.560 eV

Last column: Löwdin charge in e.
Atoms and positions in Å:
C (-7.58, -1.45, -0.53)  -0.11
C (-7.05, -0.05, -0.22)  -0.28
C (-6.20, 0.08, 1.03)  -0.17
C (-4.99, -0.82, 0.96)  -0.21
C (-4.14, -0.45, -0.08)  -0.43
C (-3.65, 0.96, -0.01)  -0.09
C (-2.65, 1.52, -1.09)  -0.18
C (-1.51, 0.77, -1.16)  -0.31
C (-0.64, 0.91, -0.09)  -0.41
O (-0.79, 0.38, 1.05)  0.01
N (0.67, 1.49, -0.28)  0.03
C (1.61, 1.63, 0.78)  -0.08
C (2.88, 0.56, 0.53)  -0.23
C (2.62, -0.69, 0.75)  -0.02
C (3.79, -1.45, 0.42)  -0.05
C (4.88, -1.01, 0.23)  -0.24
C (5.06, 0.30, -0.16)  -0.17
C (3.98, 1.31, 0.25)  0.08
O (6.35, 0.58, -0.26)  0.03
C (7.03, -0.57, -0.70)  -0.09
O (6.16, -1.71, -0.13)  -0.06
C (-1.91, -0.88, -1.37)  0.03
C (-2.94, -1.39, 0.04)  -0.01
H (-8.00, -2.09, 0.24)  0.07
H (-6.74, -1.95, -1.01)  0.05
H (-8.44, -1.34, -1.42)  0.13
H (-7.95, 0.50, -0.05)  0.10
H (-6.58, 0.32, -0.99)  0.05
H (-6.20, 0.89, 1.34)  -0.03
H (-7.05, -0.37, 1.81)  0.18
H (-5.24, -2.02, 0.71)  0.19
H (-4.62, -0.71, 1.97)  0.13
H (-4.73, -0.40, -0.86)  0.09
H (-3.14, 1.13, 0.98)  0.12
H (-4.44, 1.97, 0.05)  0.19
H (-2.33, 2.52, -1.16)  0.14
H (-3.21, 1.43, -1.80)  0.03
H (-0.91, 0.85, -2.08)  0.14
H (0.88, 1.52, -1.42)  0.22
H (1.22, 1.62, 1.58)  0.00
H (1.98, 2.68, 0.45)  0.14
H (1.71, -1.03, 1.04)  0.09
H (3.45, -2.65, 0.75)  0.21
H (4.26, 2.38, 0.00)  0.14
H (7.44, -1.13, -1.47)  0.10
H (7.89, -0.60, 0.24)  0.19
H (-2.43, -1.04, -2.31)  0.08
H (-0.97, -1.59, -1.22)  0.13
H (-3.27, -2.18, -0.14)  -0.04
H (-2.26, -1.23, 0.99)  0.16